(1)
ORCA calculation (wB97M-V/def2-TZVPD) on a 21-piece molecular cluster, C31H53Cl40IN3P overall.

Results
Gap between HOMO and LUMO ... 7.81 eV
Spin multiplicity ... 1

```
129
Properties=species:S:1:pos:R:3:forces:R:3:lowdin_charge:R:1
N -3.152 2.872 1.486 0.327 -0.400 -0.303 -0.337
P -2.340 1.876 2.398 -0.150 0.959 -0.724 0.696
C -0.831 1.252 1.532 -0.601 0.134 0.302 -0.270
C -0.500 1.949 0.403 1.093 -0.997 -0.045 -0.074
C 0.698 1.547 -0.303 -0.639 1.126 -0.285 -0.238
C 1.084 2.361 -1.546 0.524 -0.947 -0.163 -0.231
C 2.589 2.750 -1.560 -0.596 0.162 0.565 -0.290
C 3.152 3.283 -0.214 0.694 -0.463 -1.150 -0.656
I 1.883 4.676 0.820 0.325 -0.263 -0.113 0.819
C 1.465 0.507 0.140 -0.133 -0.085 0.161 0.026
C 1.105 -0.257 1.306 0.552 0.878 -1.487 -0.202
N 1.920 -1.298 1.664 -1.522 0.268 1.179 0.139
C 1.454 -1.901 2.739 0.354 -0.688 0.344 -0.138
C 0.261 -1.543 3.460 -0.038 0.696 0.409 -0.217
N -0.497 -0.523 3.111 0.901 -0.565 -0.328 0.076
C -0.059 0.132 1.995 -0.546 0.315 0.111 -0.241
H -3.233 3.781 1.927 -0.101 -0.150 -0.130 -0.147
H -1.926 2.583 3.551 0.136 -0.861 0.045 -0.046
H -3.081 0.726 2.776 0.496 0.125 0.160 0.005
H -1.112 2.780 0.042 0.138 -0.329 0.259 0.087
H 0.933 1.680 -2.407 0.020 0.468 0.225 0.074
H 0.414 3.218 -1.719 0.324 -0.258 0.369 0.081
H 2.771 3.503 -2.347 -0.053 -0.418 0.197 0.098
H 3.149 1.822 -1.782 0.028 0.596 -0.103 0.105
H 4.074 3.833 -0.453 -0.476 -0.074 0.276 -0.053
H 3.457 2.423 0.403 -0.544 0.625 0.275 0.050
H 2.381 0.251 -0.402 -0.313 -0.132 0.309 0.126
H 2.028 -2.761 3.111 -0.181 0.384 -0.181 0.088
H -0.045 -2.119 4.380 0.512 1.885 -1.377 -0.020
C 6.264 6.019 0.769 0.091 0.207 -0.035 -0.969
Cl 5.393 6.329 -0.737 0.079 0.053 0.018 0.525
Cl 5.908 4.402 1.394 0.179 -0.009 0.222 0.561
H 7.331 6.095 0.584 -0.047 -0.119 -0.067 0.021
H 5.963 6.756 1.506 -0.128 -0.096 -0.023 0.033
C -0.672 -5.551 5.019 0.136 -0.133 0.184 -0.981
Cl -0.633 -6.767 3.737 -0.064 -0.031 0.041 0.513
Cl 0.024 -4.010 4.473 -0.430 -2.103 0.552 0.673
H -1.706 -5.383 5.307 0.286 0.054 -0.215 -0.082
H -0.102 -5.916 5.867 0.083 0.009 -0.116 0.032
C -1.183 1.192 -5.032 -0.157 -0.071 0.041 -0.990
Cl -1.559 2.036 -3.529 -0.286 -0.054 -0.106 0.567
Cl 0.410 1.666 -5.648 0.040 -0.034 -0.052 0.523
H -1.183 0.123 -4.844 0.112 0.054 0.043 0.032
H -1.935 1.438 -5.774 0.090 0.101 0.011 0.029
C 9.248 2.619 1.365 -0.160 -0.041 -0.002 -1.030
Cl 9.968 1.565 2.587 -0.049 -0.086 -0.020 0.513
Cl 10.186 4.107 1.169 -0.110 0.058 -0.067 0.501
H 9.223 2.091 0.417 0.138 0.015 0.039 0.029
H 8.239 2.877 1.672 0.144 0.036 0.081 -0.033
C -2.073 6.353 0.663 -0.074 -0.273 -0.034 -1.007
Cl -0.923 7.687 0.864 0.072 -0.017 -0.008 0.509
Cl -3.160 6.217 2.048 0.053 0.174 -0.030 0.530
H -2.661 6.529 -0.229 -0.008 0.106 0.089 -0.023
H -1.518 5.424 0.565 0.025 0.039 0.099 -0.003
C -1.232 8.854 -2.565 0.184 0.156 0.011 -1.016
Cl -2.134 10.237 -3.190 0.051 0.005 -0.008 0.514
Cl -2.148 7.349 -2.745 0.060 -0.072 -0.073 0.532
H -0.301 8.762 -3.116 -0.117 -0.041 -0.103 0.016
H -1.028 9.012 -1.512 -0.144 -0.047 -0.015 -0.028
C -1.497 7.241 -6.690 -0.125 -0.088 0.072 -1.031
Cl 0.049 8.040 -6.370 0.034 -0.040 0.103 0.494
Cl -2.352 8.000 -8.037 -0.034 -0.052 0.013 0.507
H -1.308 6.202 -6.936 0.066 0.077 -0.072 0.024
H -2.114 7.307 -5.800 0.046 0.114 -0.030 -0.007
C -5.002 -6.145 4.446 -0.020 -0.024 -0.252 -1.022
Cl -3.990 -5.575 5.785 -0.246 -0.066 0.134 0.561
Cl -6.350 -5.051 4.142 0.187 0.303 -0.007 0.496
H -4.392 -6.209 3.550 0.026 0.100 0.064 0.035
H -5.393 -7.122 4.696 -0.005 0.063 0.058 -0.083
C -0.151 2.728 6.558 0.078 -0.036 0.081 -1.003
Cl -0.083 1.555 5.239 0.121 -0.081 0.287 0.555
Cl -0.610 4.334 5.972 -0.034 0.032 0.045 0.502
H -0.887 2.396 7.282 -0.046 0.024 -0.105 0.026
H 0.827 2.791 7.024 -0.003 0.063 -0.108 0.024
C 2.216 0.082 -8.309 0.055 0.069 0.085 -1.041
Cl 1.174 -1.177 -8.983 -0.058 -0.017 0.116 0.535
Cl 3.555 0.472 -9.397 0.037 0.073 0.077 0.507
H 1.625 0.977 -8.148 -0.006 -0.040 -0.138 -0.015
H 2.621 -0.268 -7.366 0.028 -0.061 -0.085 0.016
C -8.369 -8.331 2.410 -0.190 -0.069 0.037 -0.994
Cl -7.945 -7.827 4.046 -0.432 -0.293 -0.070 0.513
Cl -7.165 -7.781 1.234 0.039 -0.078 -0.011 0.537
H -8.419 -9.415 2.379 0.154 0.037 0.016 0.000
H -9.333 -7.907 2.150 0.095 0.102 0.003 0.031
C 9.683 0.319 6.331 -0.045 0.075 -0.059 -1.053
Cl 10.448 0.719 7.874 -0.026 0.081 -0.013 0.506
Cl 9.845 -1.400 5.956 -0.041 0.012 -0.084 0.501
H 8.629 0.567 6.389 0.032 -0.087 0.091 -0.009
H 10.157 0.897 5.545 0.069 -0.059 0.062 -0.008
C -5.699 -11.056 5.024 -0.067 0.150 -0.129 -1.039
Cl -5.499 -9.468 5.779 0.183 -0.178 0.253 0.532
Cl -6.057 -10.910 3.296 0.054 -0.093 -0.041 0.530
H -4.779 -11.620 5.144 0.020 0.103 -0.072 0.025
H -6.516 -11.575 5.509 0.043 0.368 -0.251 -0.086
C 0.015 -2.206 -12.462 0.041 -0.001 -0.013 -1.068
Cl -1.024 -0.892 -13.026 0.059 0.065 0.036 0.504
Cl -0.755 -3.781 -12.690 0.069 -0.041 0.036 0.507
H 0.942 -2.186 -13.024 -0.197 -0.052 -0.097 -0.045
H 0.219 -2.064 -11.407 -0.097 0.003 -0.030 -0.039
C 5.094 -1.832 -12.075 0.089 0.012 0.097 -1.028
Cl 3.365 -1.689 -12.413 0.085 0.031 0.065 0.533
Cl 5.986 -2.413 -13.485 0.053 0.010 0.046 0.514
H 5.477 -0.856 -11.796 -0.062 0.003 -0.103 0.017
H 5.233 -2.532 -11.259 -0.069 -0.043 -0.087 0.029
C -5.100 4.393 5.208 0.041 -0.157 0.159 -0.993
Cl -4.823 3.080 4.052 -0.259 0.180 0.356 0.543
Cl -5.463 5.905 4.370 -0.108 0.062 0.147 0.495
H -5.935 4.129 5.850 -0.049 0.050 -0.122 0.024
H -4.204 4.533 5.803 0.029 0.003 -0.121 0.016
C -8.037 -5.734 -1.731 0.051 0.028 0.095 -1.041
Cl -9.759 -5.516 -2.067 -0.018 0.030 0.073 0.496
Cl -7.202 -6.493 -3.092 0.071 0.000 0.039 0.497
H -7.591 -4.763 -1.543 -0.053 -0.006 -0.115 0.028
H -7.929 -6.369 -0.858 -0.071 -0.013 -0.127 -0.055
C 5.065 2.998 -4.965 -0.076 0.083 -0.046 -1.021
Cl 5.849 3.381 -3.428 -0.034 0.078 0.005 0.509
Cl 5.200 1.278 -5.354 -0.065 0.000 -0.060 0.501
H 4.014 3.259 -4.896 0.028 -0.082 0.083 0.017
H 5.540 3.573 -5.753 0.079 -0.079 0.054 0.027
C 5.877 4.136 5.129 -0.101 0.077 -0.058 -1.045
Cl 6.949 2.737 5.280 0.049 0.006 -0.158 0.512
Cl 5.114 4.532 6.673 -0.031 0.057 -0.039 0.511
H 6.458 4.989 4.795 0.061 -0.059 0.104 0.021
H 5.103 3.910 4.403 0.006 -0.080 0.086 0.006
C -8.180 -14.277 6.571 -0.118 -0.125 0.039 -0.989
Cl -6.651 -13.428 6.837 -0.061 -0.520 0.439 0.577
Cl -9.060 -13.601 5.197 -0.021 -0.028 0.015 0.520
H -7.969 -15.322 6.374 0.067 0.078 -0.081 0.028
H -8.792 -14.182 7.462 0.041 0.117 -0.042 0.028
```
Forces are in eV/Å.


(2)
ORCA calculation (wB97M-V/def2-TZVPD) on a 13-piece molecular cluster, C7H36O12 overall.

Results
Gap between HOMO and LUMO (spin up / spin down) ... 2.72 / 7.47 eV
⟨S²⟩ ... 0.754
Spin multiplicity ... 2
Net charge ... -1

```
55
Properties=species:S:1:pos:R:3:forces:R:3:lowdin_spin:R:1
C 0.021 -1.615 1.264 0.140 -0.718 1.418 0.015
C 0.307 -0.722 0.038 -0.824 -1.815 1.429 0.027
C -0.383 0.597 0.199 1.373 1.136 -0.627 0.123
C -1.716 0.779 0.356 -0.723 -0.023 -0.165 0.134
C 1.348 2.291 0.879 1.839 1.171 1.705 0.138
C 0.426 1.834 0.005 -1.500 -1.118 -0.110 0.177
C 0.189 2.520 -1.311 2.565 1.240 0.135 0.048
H -0.999 -2.004 1.287 -0.184 0.262 -0.237 0.002
H 0.168 -1.180 2.258 -0.065 0.640 -0.405 0.000
H 0.626 -2.517 1.405 0.372 -0.202 -0.862 0.004
H 1.386 -0.706 -0.105 -0.135 0.597 -0.266 0.002
H -0.140 -1.351 -0.744 0.223 0.603 -0.466 0.004
H -2.477 0.015 0.196 0.159 -0.119 0.121 0.017
H -2.058 1.782 0.604 -0.085 -0.162 -0.174 0.016
H 1.545 2.092 1.949 -0.805 -1.187 -0.911 0.017
H 1.906 3.225 0.807 -0.093 0.388 -1.254 0.034
H -0.783 2.540 -1.742 -0.896 -0.190 0.024 0.002
H 0.555 3.586 -1.219 -0.407 -0.672 -0.274 0.016
H 0.884 2.052 -2.068 -0.513 0.420 0.179 0.019
H -0.726 -3.865 -2.057 0.404 -0.365 -0.626 0.001
H -1.985 -4.117 -1.361 -0.702 0.038 -0.528 0.001
O -1.616 -4.229 -2.256 0.846 -0.155 1.210 0.002
H -1.668 -0.581 -2.866 0.033 0.109 0.681 0.001
H -1.006 0.570 -1.897 -0.536 -0.688 -0.041 0.003
O -1.115 0.218 -2.800 0.187 0.442 -0.855 0.005
H -2.445 -2.052 -4.359 0.068 -0.169 0.195 0.000
H -2.006 -3.038 -3.139 -0.574 0.745 -0.087 0.000
O -2.378 -2.127 -3.400 -0.075 -0.141 -0.500 0.002
H 0.276 3.748 3.468 -0.119 -1.047 0.251 0.002
H -0.481 2.517 4.019 -0.080 0.146 -0.307 0.001
O 0.389 2.937 4.012 -0.033 1.050 0.455 0.008
H -0.518 0.450 3.609 -0.283 -0.660 -0.318 0.000
H -1.589 0.193 2.521 0.135 0.201 0.269 0.005
O -1.457 0.196 3.487 -0.213 0.416 0.124 0.010
H -4.342 -2.647 -0.502 -0.205 0.315 -0.552 0.000
H -3.669 -2.166 -1.914 -0.354 -0.111 0.207 0.001
O -3.543 -2.488 -1.009 0.565 -0.288 0.586 0.003
H 1.140 -2.443 -2.840 -0.662 0.407 0.451 0.001
H 1.891 -3.446 -2.098 -0.300 -0.463 0.469 0.002
O 0.968 -3.179 -2.202 0.918 0.047 -0.702 0.005
H 0.389 -0.438 -3.371 0.668 0.081 0.411 0.001
H 1.737 -0.121 -2.685 -0.006 -0.170 0.038 0.004
O 1.344 -0.729 -3.325 -0.376 0.119 -0.507 0.008
H 2.879 1.663 -0.659 -0.270 -0.473 0.606 0.014
H 4.309 1.372 -1.019 0.135 -0.344 0.033 0.012
O 3.514 0.913 -0.714 0.206 0.703 -0.824 0.046
H -0.125 4.093 1.150 0.156 -0.438 -0.111 0.008
H -1.601 4.353 1.492 0.190 -0.105 0.128 0.005
O -0.812 3.875 1.793 -0.798 0.892 0.037 0.027
H 2.922 -1.178 1.346 -0.136 -0.106 0.429 0.003
H 3.432 0.118 0.803 -0.241 0.090 1.080 0.004
O 3.230 -0.324 1.676 0.410 -0.135 -0.928 0.014
H 2.000 0.288 3.373 -0.225 -0.014 -0.234 0.001
H 1.191 1.378 4.139 0.250 -0.479 -0.345 0.000
O 1.211 0.421 3.921 0.580 0.297 0.550 0.004
```
Forces are in eV/Å.


(3)
ORCA calculation (wB97M-V/def2-TZVPD) on a 2-piece molecular cluster, C3H8N2O overall.

Results
SMILES string ... C=CN.NC=O
Gap between HOMO and LUMO ... 9.14 eV
Spin multiplicity ... 1
Energy relative to the best compared isomer or geometry (same formula, charge and spin) ... 63.7 kcal per mole

```
14
Properties=species:S:1:pos:R:3:forces:R:3:lowdin_charge:R:1
C 2.053 -1.526 -2.233 -1.319 -0.284 1.181 -0.039
C 1.585 -1.673 -0.951 2.202 2.846 -0.746 -0.235
N 1.827 -0.574 0.009 -3.029 -1.731 -0.327 0.017
H 1.895 -0.547 -2.681 1.023 0.219 0.254 0.036
H 2.388 -2.303 -2.916 -0.761 -0.193 0.272 0.033
H 1.170 -2.520 -0.482 0.172 -1.247 0.392 0.071
H 0.946 -0.357 0.546 1.274 -0.349 -0.510 0.074
H 2.081 0.252 -0.483 0.411 0.739 -0.492 0.042
N -2.178 1.296 -0.083 0.157 -4.583 4.685 0.079
C -1.567 1.454 1.232 -0.086 3.852 -1.305 -0.412
O -1.475 0.695 2.140 -0.197 -1.284 -0.284 0.035
H -2.460 2.140 -0.435 -0.982 2.475 -1.062 0.022
H -2.977 0.612 0.148 1.441 1.335 -1.298 0.132
H -1.210 2.574 1.421 -0.304 -1.796 -0.761 0.145
```
Forces are in eV/Å.